Density functional theory data (ωB97M-V/def2-TZVPD) for one molecule with the formula C6H5NO4.

```
16
Properties=species:S:1:pos:R:3:mulliken_charge:R:1
C -1.65 0.31 0.44 0.0595
C -1.75 -0.78 1.28 -0.4592
C -0.76 -1.71 1.37 -0.5526
C 0.37 -1.55 0.58 -0.4351
C 0.55 -0.39 -0.15 -0.1708
C -0.41 0.59 -0.14 1.1918
H -2.28 1.96 -0.26 0.3925
H -2.73 -0.98 1.77 0.3428
H -0.93 -2.59 1.99 0.3540
H 1.17 -2.36 0.59 0.3141
H 0.42 1.77 -1.22 0.4365
N 1.83 -0.16 -0.74 0.9868
O -2.60 1.23 0.32 -0.5919
O -0.40 1.80 -0.68 -0.6042
O 1.91 0.86 -1.49 -0.7249
O 2.76 -0.83 -0.39 -0.5392
```

Output
Energy above the lowest of the compared OMol25 structures with the same formula, charge and spin   50.16 kcal/mol
HOMO-LUMO gap   7.9902 eV
SMILES string   O=[N+]([O-])c1cccc(O)c1O
E   -587.25659 a.u.
HOMO   -0.326 Ha
2S+1   1

***

Density functional theory data (ωB97M-V/def2-TZVPD) for one molecule with the formula C3H8N2O.

```
14
Properties=species:S:1:pos:R:3:mulliken_charge:R:1
C -0.29 0.16 0.78 0.0775
C 0.88 -1.05 -1.18 -1.1627
C 1.01 -0.16 0.01 0.5624
N -0.47 1.61 0.91 -0.6460
N -1.44 -0.49 0.20 -0.6058
O 2.05 0.35 0.36 -0.5698
H -0.16 -0.24 1.80 0.3539
H 0.30 2.01 1.43 0.2776
H -1.69 -0.04 -0.67 0.2227
H -2.23 -0.40 0.83 0.2551
H -0.47 2.04 -0.01 0.2405
H 1.86 -1.36 -1.53 0.3411
H 0.38 -0.50 -1.98 0.2713
H 0.26 -1.91 -0.93 0.3821
```

Output
Energy above the lowest of the compared OMol25 structures with the same formula, charge and spin   23.50 kcal/mol
HOMO-LUMO gap   10.1795 eV
SMILES string   CC(=O)C(N)N
E   -303.85468 a.u.
HOMO   -0.342 Ha
2S+1   1